(1)
{"formula": "C26H43BN2O8S", "method": "the ωB97M-V functional and the def2-TZVPD basis", "elements": ["C", "C", "O", "C", "C", "B", "N", "O", "C", "C", "C", "C", "N", "C", "C", "C", "C", "C", "C", "S", "H", "H", "H", "H", "H", "H", "H", "H", "H", "H", "H", "H", "H", "H", "H", "C", "O", "C", "C", "O", "C", "C", "O", "C", "H", "H", "H", "H", "H", "H", "H", "H", "H", "H", "H", "H", "H", "H", "C", "O", "C", "C", "O", "C", "C", "O", "C", "H", "H", "H", "H", "H", "H", "H", "H", "H", "H", "H", "H", "H", "H"], "xyz": [[0.55775, -0.08415, 0.20104], [-0.25733, 1.10725, -0.31525], [0.07082, 2.36060, 0.29467], [0.09597, 2.24593, 1.67921], [1.33246, 2.21695, 2.32230], [2.65226, 2.36557, 1.45231], [3.87640, 1.57349, 1.70250], [2.71299, 3.30445, 0.42617], [1.32763, 2.06150, 3.70770], [0.13515, 1.96565, 4.37881], [-1.08430, 2.02900, 3.74114], [-1.11768, 2.16042, 2.35705], [-2.30951, 2.24859, 1.55801], [-3.39931, 1.45397, 2.05338], [-4.21022, 0.86252, 1.10296], [-5.31802, 0.10304, 1.42532], [-5.62286, -0.07077, 2.76804], [-4.80333, 0.47802, 3.72537], [-3.69917, 1.23464, 3.39011], [-2.62857, 1.95816, 4.62408], [1.63408, 0.10310, 0.09040], [0.33422, -0.94350, -0.45104], [0.28157, -0.40431, 1.21194], [-0.02479, 1.20978, -1.38498], [-1.31890, 0.83455, -0.24879], [4.37703, 1.96177, 2.49706], [3.67508, 0.58595, 1.83671], [2.35032, 2.91813, -0.38063], [2.27801, 2.01255, 4.23506], [0.17364, 1.83474, 5.46102], [-2.61230, 3.22362, 1.58175], [-3.95815, 1.00716, 0.05164], [-5.91480, -0.30585, 0.61488], [-6.51243, -0.64632, 3.01298], [-5.07556, 0.30621, 4.76661], [-3.93302, 1.17523, -4.66512], [-3.06623, 2.06366, -5.34254], [-2.12944, 2.72470, -4.50844], [-0.69334, 2.52326, -4.98322], [-0.19557, 1.18796, -5.00091], [-0.80311, 0.26535, -5.89464], [-0.69716, 0.55499, -7.38469], [-1.35629, 1.74748, -7.77293], [-0.57060, 2.65388, -8.52160], [-4.86002, 1.68557, -4.38643], [-4.17827, 0.36110, -5.35013], [-3.46829, 0.74108, -3.77513], [-2.22291, 2.41297, -3.46280], [-2.35298, 3.79696, -4.54955], [-0.04913, 3.06234, -4.28213], [-0.52436, 2.99986, -5.94796], [-1.83656, 0.07688, -5.60542], [-0.28108, -0.68096, -5.72382], [-1.18097, -0.27085, -7.92037], [0.35750, 0.56884, -7.67785], [0.49941, 2.53321, -8.33509], [-0.85439, 3.66786, -8.23240], [-0.77517, 2.53225, -9.58953], [0.39526, -3.03264, 4.34524], [1.20177, -3.88830, 3.55632], [1.23224, -3.56132, 2.17816], [2.64529, -3.35729, 1.65220], [3.39826, -2.29345, 2.21983], [3.77001, -2.35372, 3.58860], [4.69732, -3.48182, 4.01195], [4.12277, -4.76622, 3.84816], [4.90692, -5.68859, 3.11767], [-0.61431, -3.44293, 4.44147], [0.84270, -2.97629, 5.33953], [0.34465, -2.01835, 3.93832], [0.63097, -2.67278, 1.96037], [0.78504, -4.40145, 1.63352], [2.55105, -3.10556, 0.59134], [3.21409, -4.28672, 1.67615], [2.88775, -2.31060, 4.22786], [4.30918, -1.42051, 3.77939], [4.91115, -3.35598, 5.08035], [5.64521, -3.39611, 3.47099], [5.60494, -5.19656, 2.43578], [4.23373, -6.31134, 2.52497], [5.45787, -6.33755, 3.80499]], "orbital_gap_ev": 8.754, "smiles": "CCOc1c(B(N)O)ccc2c1Nc1ccccc1S2.COCCOCCOC.COCCOCCOC", "lumo_energy_ev": 0.52}

---

(2)
{"formula": "CH3ClFOP", "method": "the ωB97M-V functional and the def2-TZVPD basis", "elements": ["C", "O", "F", "P", "Cl", "H", "H", "H"], "xyz": [[-0.30242, 0.11608, -0.16577], [-1.65807, 0.19015, -0.23970], [-1.27410, -2.77240, 0.07007], [-2.76457, 0.38073, 0.88725], [-4.17792, 0.49357, -0.45121], [-0.08344, -0.35819, 0.80630], [0.07786, 1.12080, -0.03450], [0.15129, -0.59932, -0.87528]], "de_lowest_kcal_mol": 35.4, "spin_multiplicity": 3, "orbital_gap_ev": [8.298, 6.277], "lumo_energy_ev": [0.90, -4.35]}

---

(3)
{"formula": "C5H10O2", "method": "the ωB97M-V functional and the def2-TZVPD basis", "elements": ["C", "O", "C", "C", "C", "C", "O", "H", "H", "H", "H", "H", "H", "H", "H", "H", "H"], "xyz": [[0.26160, -1.99433, 1.65596], [0.56004, -0.85770, 0.89128], [-0.53995, -0.40201, 0.13167], [-0.09268, 0.74591, -0.73391], [-1.08907, 1.83427, -0.86400], [1.11936, 0.93587, -1.25395], [2.23049, 0.23378, -0.96551], [-0.53733, -1.78333, 2.38233], [1.17563, -2.26118, 2.18676], [-0.05626, -2.82932, 1.01437], [-0.96602, -1.24598, -0.45089], [-1.35332, -0.08044, 0.81038], [-1.94700, 1.35677, -1.33772], [-0.73824, 2.67951, -1.46506], [-1.26760, 2.21937, 0.15392], [1.26985, 1.74882, -1.96409], [1.97051, -0.30001, -0.19155]], "de_lowest_kcal_mol": 52.6, "orbital_gap_ev": 9.082, "smiles": "COC/C(C)=C\\O", "lumo_energy_ev": 0.89}

---

(4)
{"formula": "C3H4N2O2", "method": "the ωB97M-V functional and the def2-TZVPD basis", "elements": ["C", "C", "C", "H", "H", "H", "H", "N", "N", "O", "O"], "xyz": [[0.88383, 0.03852, 1.65747], [0.57014, 0.06673, 0.23032], [-0.80222, 0.08506, -1.18647], [0.67709, 1.16384, 1.95931], [-0.04109, -0.67648, 2.23280], [2.18340, -0.80278, 1.93537], [-2.24383, 0.15696, -2.75370], [-0.44330, 0.81710, -0.08196], [0.04412, -0.84720, -1.55560], [-1.74319, 0.84139, -1.96528], [0.91504, -0.84313, -0.47227]], "de_lowest_kcal_mol": 161.8, "orbital_gap_ev": 10.736, "lumo_energy_ev": 0.44}

---

> Which formula does entry 4 have?

C3H4N2O2

---

Please write out number 3 again, unchanged.
{"formula": "C5H10O2", "method": "the ωB97M-V functional and the def2-TZVPD basis", "elements": ["C", "O", "C", "C", "C", "C", "O", "H", "H", "H", "H", "H", "H", "H", "H", "H", "H"], "xyz": [[0.26160, -1.99433, 1.65596], [0.56004, -0.85770, 0.89128], [-0.53995, -0.40201, 0.13167], [-0.09268, 0.74591, -0.73391], [-1.08907, 1.83427, -0.86400], [1.11936, 0.93587, -1.25395], [2.23049, 0.23378, -0.96551], [-0.53733, -1.78333, 2.38233], [1.17563, -2.26118, 2.18676], [-0.05626, -2.82932, 1.01437], [-0.96602, -1.24598, -0.45089], [-1.35332, -0.08044, 0.81038], [-1.94700, 1.35677, -1.33772], [-0.73824, 2.67951, -1.46506], [-1.26760, 2.21937, 0.15392], [1.26985, 1.74882, -1.96409], [1.97051, -0.30001, -0.19155]], "de_lowest_kcal_mol": 52.6, "orbital_gap_ev": 9.082, "smiles": "COC/C(C)=C\\O", "lumo_energy_ev": 0.89}